{
  "formula": "C24H38FO17S",
  "method": "wB97M-V/def2-TZVPD",
  "e_above_lowest_kj_mol": 232.95,
  "homo_lumo_gap_ev": 8.91,
  "charge": -1,
  "multiplicity": 1,
  "e_lumo_ha": 0.06690,
  "elements": ["F", "C", "C", "C", "O", "C", "O", "O", "H", "H", "H", "H", "H", "H", "C", "C", "C", "O", "C", "O", "O", "H", "H", "H", "H", "H", "H", "C", "C", "C", "O", "C", "O", "O", "H", "H", "H", "H", "H", "H", "C", "C", "C", "O", "C", "O", "O", "H", "H", "H", "H", "H", "H", "C", "C", "C", "O", "C", "O", "O", "H", "H", "H", "H", "H", "H", "C", "C", "C", "S", "O", "O", "C", "H", "H", "H", "H", "H", "H", "H", "H"],
  "positions_angstrom": [[11.791, -25.019, 35.806], [10.294, -29.568, 36.026], [9.461, -28.229, 36.062], [9.173, -27.543, 34.644], [7.829, -27.798, 34.381], [7.293, -28.263, 35.421], [6.098, -28.548, 35.379], [8.107, -28.507, 36.353], [9.877, -30.194, 35.429], [10.418, -30.154, 37.130], [11.268, -29.432, 35.614], [9.884, -27.693, 36.876], [9.832, -27.802, 34.011], [9.389, -26.417, 34.794], [8.244, -22.550, 38.053], [9.207, -23.809, 38.225], [10.864, -23.397, 38.509], [10.889, -23.572, 39.923], [9.831, -24.102, 40.393], [9.529, -24.272, 41.555], [8.990, -24.420, 39.414], [8.558, -21.799, 37.250], [8.218, -22.066, 39.104], [7.187, -22.620, 37.642], [9.108, -24.439, 37.342], [10.957, -22.447, 38.100], [11.478, -24.049, 38.159], [15.984, -22.290, 33.821], [15.376, -23.701, 33.649], [13.868, -23.849, 33.197], [13.874, -24.000, 31.874], [15.154, -24.454, 31.453], [15.445, -24.878, 30.246], [16.079, -24.214, 32.488], [17.059, -22.674, 34.268], [15.295, -21.938, 34.549], [15.895, -21.706, 32.787], [15.528, -24.397, 34.399], [13.379, -22.920, 33.353], [13.205, -24.498, 33.759], [7.918, -23.176, 34.340], [9.496, -23.319, 34.224], [9.965, -24.153, 33.101], [9.988, -23.227, 31.971], [10.127, -21.983, 32.473], [10.429, -21.025, 31.824], [9.818, -22.032, 33.750], [7.553, -22.915, 33.437], [7.339, -22.584, 35.149], [7.497, -24.064, 34.629], [9.981, -23.542, 35.390], [9.270, -24.963, 32.966], [10.935, -24.674, 33.423], [15.327, -27.679, 32.722], [14.561, -28.398, 33.868], [13.354, -27.881, 34.453], [12.271, -28.272, 33.701], [12.676, -29.330, 33.078], [11.925, -29.979, 32.335], [13.976, -29.523, 33.078], [15.606, -26.607, 33.166], [15.009, -27.620, 31.784], [16.179, -28.207, 32.626], [15.206, -28.658, 34.556], [13.362, -26.886, 34.315], [13.046, -28.070, 35.504], [14.477, -25.790, 39.487], [14.665, -26.992, 40.432], [15.159, -28.068, 39.542], [14.071, -27.951, 38.182], [12.931, -28.887, 38.462], [14.902, -28.027, 37.044], [13.611, -26.295, 38.354], [15.449, -25.380, 39.282], [14.026, -25.053, 39.857], [13.787, -27.332, 41.079], [15.169, -27.067, 41.419], [15.135, -29.141, 40.075], [16.243, -27.737, 39.125], [12.458, -26.403, 38.503], [13.559, -25.748, 37.403]],
  "forces_ev_per_a": [[0.04, -0.01, 0.01], [1.48, 2.73, 5.97], [0.45, -1.77, -1.81], [-1.06, 4.56, 6.63], [2.59, 1.85, -3.77], [-6.29, -2.23, -0.47], [1.24, 0.39, 1.17], [0.90, -1.22, 4.33], [-3.05, -4.24, -3.86], [-0.44, 2.05, -2.94], [0.79, 0.52, 0.11], [0.09, 1.37, 0.19], [4.08, -2.55, -5.27], [-0.70, -1.42, -0.18], [0.27, 1.38, 0.29], [2.11, 2.65, -1.85], [-7.14, 1.15, 1.38], [2.91, 2.20, -0.29], [-2.83, -0.70, 2.32], [0.96, 0.02, -1.01], [-2.31, -1.90, 0.71], [0.63, -0.87, 1.34], [-0.15, -0.36, -1.84], [1.01, -1.16, 1.10], [0.22, -0.48, 0.41], [0.73, 1.99, 0.19], [3.71, -4.04, -2.93], [1.03, -2.56, -0.69], [-1.08, 0.78, -3.27], [0.50, 2.05, 3.44], [2.90, -2.53, -4.68], [1.09, -0.46, -4.39], [-1.73, 2.40, 7.35], [-1.99, -1.52, -2.44], [-2.37, 2.21, -1.31], [0.10, 1.44, 1.04], [0.66, -1.25, 2.50], [0.71, -0.87, 1.97], [-0.42, 1.36, 0.50], [0.46, -1.07, 0.16], [1.40, 0.24, 3.56], [-2.01, 1.29, 4.43], [1.03, -1.59, 0.40], [0.65, -1.53, 0.31], [-0.09, -0.57, -0.80], [-0.16, -0.09, 0.41], [1.47, 2.58, 1.53], [-1.29, 0.93, -3.10], [2.01, 0.18, -1.12], [-0.85, -3.01, 0.12], [-0.80, 0.47, -3.85], [-0.39, -0.21, -0.79], [-0.77, 1.19, -1.01], [-0.18, 3.99, 6.56], [-1.87, -0.46, -6.40], [-1.53, 1.21, 3.13], [-1.10, -0.20, -0.27], [-2.86, -3.24, -5.33], [1.33, 0.84, 1.95], [1.04, -0.59, 1.93], [-0.32, -2.11, -1.26], [-2.61, 0.47, -3.61], [3.32, -1.64, -0.05], [3.32, -1.98, 3.40], [0.12, 4.00, 0.41], [1.16, -0.21, -0.53], [2.46, -4.92, -0.86], [-1.25, -0.77, 3.14], [2.56, -1.85, 1.03], [-2.37, -2.95, 1.54], [2.16, 2.01, -1.14], [1.11, -0.91, -2.82], [-2.90, 0.26, -0.54], [0.62, -0.22, -1.05], [-3.86, 5.92, 3.61], [-0.50, 0.41, -2.14], [1.50, 1.55, -0.94], [0.19, 2.38, -1.65], [-2.40, -1.18, 0.98], [1.91, 0.61, 0.79], [0.67, -0.22, -0.06]]
}